[1]
# C40H44NO5

A cluster of 2 separate species, C40H44NO5 in total in a non-equilibrium geometry (wB97M-V/def2-TZVPD, OMol25).

Properties
Net charge: -1
Energy (a.u.): -1981.592734
Molar mass (g/mol): 618.79

Each line ends with the Löwdin charge.
Atoms and positions in Å:
C 2.736626 -4.261119 3.401820  -0.09
C 1.281250 -3.972737 3.189770  -0.26
O 1.159621 -2.680897 2.572838  -0.01
C -0.151935 -2.406330 2.412309  -0.46
C -0.576912 -1.042716 2.117986  -0.07
C -2.023650 -0.708854 2.388828  -0.29
C -2.966008 -1.676616 1.672056  -0.18
C -4.431152 -1.408695 1.976291  -0.21
C -4.730881 -1.390125 3.481561  -0.21
C -3.757999 -0.529977 4.294927  -0.21
C -2.292776 -0.713218 3.907790  -0.15
C 0.299340 0.096793 2.063417  -0.51
O -0.086506 1.208260 1.684203  0.00
O 1.585851 -0.091506 2.449954  -0.06
C 2.206570 1.118240 2.940655  -0.23
C 3.635980 0.777159 3.238298  -0.08
O -0.975780 -3.320986 2.568549  -0.02
H 2.809419 -5.272404 3.808156  0.07
H 3.308070 -4.225054 2.469251  0.07
H 3.183279 -3.574026 4.127544  0.07
H 0.821745 -4.739988 2.555225  0.12
H 0.752917 -3.954585 4.152958  0.13
H -2.181289 0.307657 2.002502  0.14
H -2.744099 -1.623388 0.596102  0.11
H -2.693336 -2.679657 2.016321  0.10
H -4.700265 -0.441837 1.530650  0.11
H -5.038264 -2.178273 1.487222  0.10
H -5.751896 -1.020686 3.634168  0.09
H -4.721866 -2.422310 3.861685  0.11
H -4.018754 0.528648 4.175930  0.11
H -3.864732 -0.758052 5.361393  0.10
H -1.929497 -1.673743 4.295726  0.11
H -1.677081 0.069593 4.371054  0.11
H 2.132958 1.915826 2.187028  0.11
H 1.671166 1.420191 3.854398  0.13
H 4.123513 1.669980 3.635182  0.07
H 3.700631 -0.021847 3.984849  0.08
H 4.173740 0.457998 2.339358  0.05
C 6.705846 -1.871365 -0.861427  -0.09
N 5.892076 -0.907189 -1.569501  -0.26
C 6.580645 0.309484 -1.938814  -0.09
C 4.494845 -1.010427 -1.605520  -0.26
C 3.693727 -0.460416 -0.581460  0.02
C 2.317659 -0.560045 -0.635670  0.00
C 1.670791 -1.210707 -1.715074  -0.20
C 0.238097 -1.254187 -1.818459  0.07
C -0.561757 -0.112652 -2.036506  -0.18
C -1.844900 -0.233013 -2.663433  0.03
C -2.602116 0.848098 -3.048586  -0.07
C -3.949851 0.686541 -3.610258  -0.15
C -4.625668 -0.557707 -3.526780  -0.03
C -5.921238 -0.709825 -4.020886  -0.10
C -6.610337 0.380340 -4.570119  -0.10
C -5.956209 1.615399 -4.672321  -0.09
C -4.639418 1.743368 -4.238559  -0.02
C -1.955087 2.187259 -2.985450  -0.25
O -2.264063 3.108088 -3.766019  0.02
C -0.828178 2.333298 -2.026548  -0.06
C -0.388954 3.647140 -1.539562  -0.14
C 0.490988 3.731179 -0.430068  -0.02
C 1.118616 4.931649 -0.104720  -0.09
C 0.717839 6.122510 -0.723202  -0.11
C -0.278148 6.080483 -1.707683  -0.09
C -0.786749 4.857777 -2.139103  -0.03
C -0.111463 1.202102 -1.717346  0.05
C 2.487761 -1.814008 -2.714997  -0.03
C 3.859637 -1.692337 -2.673657  -0.02
H 6.149185 -2.808356 -0.750522  0.09
H 7.623867 -2.061595 -1.433768  0.07
H 6.994873 -1.506779 0.138284  0.08
H 5.944342 0.900553 -2.604769  0.09
H 6.839746 0.921248 -1.061032  0.08
H 7.510033 0.055055 -2.465087  0.08
H 4.176715 0.047342 0.252518  0.10
H 1.701444 -0.150857 0.165666  0.10
H -0.226482 -2.222171 -2.006879  0.13
H -2.166154 -1.243248 -2.912190  0.11
H -4.127989 -1.415065 -3.072253  0.10
H -6.391141 -1.692011 -3.974505  0.10
H -7.637465 0.269563 -4.920418  0.09
H -6.460482 2.483128 -5.099586  0.10
H -4.127565 2.687157 -4.398123  0.09
H 0.673062 2.843129 0.181133  0.08
H 1.917070 4.932300 0.637201  0.10
H 1.172194 7.070651 -0.434328  0.09
H -0.647637 6.997956 -2.163284  0.09
H -1.484962 4.827133 -2.970492  0.09
H 0.864409 1.305309 -1.253981  0.11
H 1.998916 -2.323209 -3.549507  0.11
H 4.491593 -2.088822 -3.470290  0.11

Atomic forces in eV per Å
C 0.400 -0.126 0.172
C 0.296 0.075 -0.190
O 0.385 -0.792 0.254
C -1.976 1.584 -0.069
C 1.604 -0.491 0.572
C -0.231 -0.124 -0.486
C -0.086 -0.123 0.227
C 0.084 0.288 -0.169
C -0.055 -0.173 -0.070
C 0.035 0.214 -0.078
C 0.228 -0.257 -0.141
C -1.859 -1.017 -0.378
O 0.500 0.488 0.218
O 0.962 0.799 0.388
C -0.377 -0.534 -0.486
C 0.352 -0.004 0.237
O 0.724 -0.138 0.162
H 0.166 -0.030 0.025
H -0.089 0.063 0.092
H 0.002 -0.014 -0.167
H 0.054 0.193 0.206
H 0.020 -0.113 -0.267
H -0.125 -0.159 0.076
H -0.210 -0.025 0.097
H -0.300 0.269 -0.293
H -0.166 -0.002 0.090
H -0.138 0.124 0.039
H 0.032 -0.069 0.060
H 0.138 0.119 -0.072
H -0.070 -0.030 -0.072
H -0.126 0.074 -0.029
H -0.064 0.053 -0.031
H -0.108 -0.093 -0.017
H -0.078 -0.169 0.287
H 0.120 0.115 -0.284
H 0.155 -0.049 0.033
H 0.014 0.103 -0.144
H -0.120 0.034 0.162
C -0.415 0.153 -0.002
N 1.085 -0.231 -0.572
C -0.446 -0.118 0.150
C -1.282 -0.047 0.166
C 0.643 -0.317 -0.664
C -0.835 -0.200 -0.467
C 2.277 -0.063 0.835
C -2.374 1.833 -1.465
C 1.418 -2.044 0.325
C -1.050 0.490 -0.235
C 1.023 -0.848 0.228
C -1.019 -0.397 -0.629
C 0.020 0.458 -0.138
C 0.136 0.253 -0.041
C 0.317 0.173 0.056
C -0.082 -0.703 0.109
C 0.002 0.132 0.060
C -0.061 0.763 -0.521
O 0.322 -1.232 1.056
C 0.373 -1.136 0.145
C 0.442 0.982 0.411
C 0.012 -0.194 -0.416
C -0.396 0.128 -0.173
C -0.107 -0.218 -0.187
C 0.338 -0.171 0.378
C 0.056 -0.034 -0.048
C -0.044 1.542 -0.245
C -1.147 0.333 0.455
C 0.731 0.469 0.615
H 0.170 0.162 0.021
H -0.071 -0.070 0.119
H 0.029 -0.152 -0.006
H 0.153 -0.041 0.108
H 0.050 0.107 -0.072
H -0.075 0.110 0.026
H -0.113 -0.136 -0.184
H 0.281 -0.154 -0.250
H 0.031 0.129 -0.073
H -0.089 0.189 0.250
H -0.263 0.255 -0.066
H 0.036 0.256 0.056
H 0.273 -0.015 0.093
H 0.109 -0.275 0.057
H -0.179 -0.290 0.187
H 0.049 0.197 -0.240
H -0.349 0.064 0.013
H -0.108 -0.212 -0.079
H 0.161 -0.157 0.063
H 0.218 0.052 0.289
H -0.317 0.046 0.097
H 0.178 0.105 0.226
H -0.203 0.014 0.227

[2]
# C12H40O8

A cluster of 8 separate species, C12H40O8 in total in a non-equilibrium geometry (wB97M-V/def2-TZVPD, OMol25).

Properties
SMILES: CCO.CCO.CCO.CCO.CO.CO.CO.CO
Energy relative to the best compared isomer or geometry (same formula, charge and spin) (kcal per mole): 150.7
Energy (a.u.): -1082.882845
Molar mass (g/mol): 312.44

Each line ends with the Löwdin charge.
Atoms and positions in Å:
C -4.058685 -3.746499 -17.460034  -0.17
O -2.847906 -3.070668 -17.079636  -0.12
H -4.815204 -3.509649 -16.711910  0.07
H -4.491850 -3.417945 -18.404769  0.07
H -3.964055 -4.809823 -17.680206  0.07
H -2.694914 -3.437858 -16.205931  0.07
C 0.299649 3.408015 -14.448917  -0.13
O -0.395847 4.497106 -13.735474  -0.14
H -0.371785 2.552502 -14.522209  0.07
H 0.647443 3.737528 -15.427983  0.07
H 1.146855 3.023850 -13.880809  0.07
H -1.223755 4.559732 -14.217393  0.06
C -0.937149 11.035077 -15.328863  -0.15
O 0.050280 10.208111 -15.971772  -0.13
H -1.850261 10.462097 -15.167542  0.07
H -0.628644 11.129103 -14.287677  0.07
H -1.256744 11.956880 -15.814902  0.08
H -0.060982 9.257838 -15.893024  0.07
C 6.180773 6.283197 -14.442755  -0.17
O 7.585592 6.528044 -14.454325  -0.12
H 5.922360 5.491571 -15.146065  0.08
H 5.865630 5.894637 -13.474356  0.07
H 5.543903 7.166085 -14.497673  0.07
H 7.765713 7.231192 -13.826040  0.07
C -5.972561 7.734976 -19.461212  -0.08
C -7.223564 7.578451 -20.401265  -0.31
O -6.726206 7.423188 -21.696190  -0.10
H -5.264807 8.440814 -19.895948  0.07
H -5.374282 6.862629 -19.198198  0.07
H -6.318164 8.032714 -18.471256  0.06
H -7.928851 8.402400 -20.509787  0.11
H -7.741059 6.658245 -20.130140  0.10
H -6.666544 8.313268 -22.050857  0.08
C -8.885403 0.835508 -14.648227  -0.08
C -7.994412 1.854491 -15.429231  -0.30
O -6.604293 1.897963 -15.027405  -0.10
H -9.911536 1.195251 -14.724077  0.06
H -8.822009 0.775165 -13.561756  0.07
H -8.621820 -0.106594 -15.128932  0.06
H -8.416049 2.836235 -15.213570  0.09
H -8.010080 1.908802 -16.517768  0.11
H -6.074742 1.241266 -15.485582  0.07
C -1.362700 3.100424 -22.691498  -0.09
C -0.214411 4.012266 -22.107209  -0.31
O 0.621009 3.101897 -21.481595  -0.08
H -2.041217 2.955459 -21.850853  0.06
H -1.118653 2.139089 -23.143568  0.07
H -1.992485 3.646189 -23.394081  0.06
H -0.697592 4.676328 -21.390519  0.11
H 0.308274 4.531931 -22.910241  0.11
H 1.405855 3.008816 -22.026537  0.09
C 3.227076 9.590431 -8.496906  -0.08
C 4.820010 9.780902 -8.257394  -0.26
O 5.242655 10.799959 -9.195664  -0.10
H 2.846739 9.276991 -7.524687  0.06
H 3.068942 8.857720 -9.288252  0.06
H 2.663688 10.478844 -8.782251  0.06
H 5.327581 8.823256 -8.373040  0.10
H 4.806696 10.163012 -7.236651  0.09
H 6.176362 10.631265 -9.341742  0.07

Atomic forces in eV per Å
C -0.478 0.461 -0.364
O -0.714 -0.734 -0.522
H -0.184 -0.522 0.083
H 0.547 0.839 -0.067
H 0.366 -0.266 0.751
H 0.457 0.223 0.123
C -0.618 0.423 0.757
O 0.971 -1.245 -0.805
H -0.107 0.022 -0.342
H -0.083 -0.031 -0.014
H 0.010 0.572 0.235
H -0.177 0.261 0.160
C -0.426 -2.364 1.287
O 0.237 1.337 -0.828
H -0.378 -0.124 -0.474
H 0.298 0.997 -0.034
H 0.906 -0.120 -0.300
H -0.633 0.268 0.352
C -0.183 -0.364 1.214
O -0.483 0.016 -0.343
H 0.191 0.471 -0.333
H 0.207 -0.392 0.337
H 0.232 0.256 -0.888
H 0.030 0.015 0.011
C -1.193 0.572 0.509
C 1.627 -0.736 0.650
O 0.200 -0.357 -1.543
H -0.212 0.302 0.196
H -0.436 -0.599 -0.820
H 0.081 0.652 0.072
H -0.010 0.204 1.274
H -0.259 0.113 -0.024
H 0.203 -0.153 -0.314
C 0.722 0.568 -1.368
C 0.374 1.147 1.439
O -0.667 0.142 0.270
H -0.252 -0.602 -0.847
H 1.116 0.218 -0.084
H -0.932 -0.460 0.445
H 0.405 0.305 0.445
H -0.477 -1.175 -0.157
H -0.282 -0.142 -0.150
C -0.832 1.658 0.358
C -1.880 -1.751 -1.764
O 1.629 -0.230 1.121
H 0.041 -0.560 0.062
H 0.578 0.230 0.208
H 0.082 0.156 -0.302
H 0.417 0.254 -0.041
H -0.096 0.392 0.155
H 0.058 -0.145 0.207
C 1.820 -0.431 0.198
C -3.471 1.339 -0.874
O 0.341 -1.089 0.652
H -0.324 -0.426 -0.241
H -0.188 -0.163 0.237
H 0.606 0.325 0.069
H 0.113 0.183 0.043
H 0.943 -0.036 0.083
H 0.162 0.298 -0.166

Values for Kohn-Sham gap, eV, ordered as above
4.919, 10.316